Record 1
{"formula": "C3H3CoFO2", "method": "ωB97M-V with the def2-TZVPD basis set", "species": ["Co", "C", "H", "F", "O", "C", "O", "H", "C", "H"], "positions_angstrom": [[-0.862, 2.921, 0.532], [0.047, -0.747, -0.776], [0.779, -1.520, -1.030], [0.420, 1.735, -0.118], [-0.061, -0.028, 1.446], [0.530, 0.344, 0.295], [-1.013, -1.382, -0.001], [1.633, 0.012, 0.089], [-1.084, -1.049, 1.228], [-0.389, -0.287, -1.666]], "lowdin_spin": [2.0499, 0.0340, -0.0004, 0.0280, 0.1082, 0.0211, 0.0762, 0.0062, 0.6743, 0.0026], "s_squared": 3.77, "total_charge": 2, "e_tot_ev": -47571.433, "spin_multiplicity": 4}

Record 2
{"formula": "C2H6N4", "method": "ωB97M-V with the def2-TZVPD basis set", "species": ["N", "H", "N", "N", "H", "H", "H", "H", "C", "N", "C", "H"], "positions_angstrom": [[-1.222, -0.780, -0.920], [1.839, -0.536, 0.415], [-0.728, 0.698, 0.908], [-1.158, -0.531, 0.487], [-0.419, 0.462, 1.895], [-1.903, -1.566, -1.012], [1.018, 1.613, 0.750], [0.008, 1.533, -0.841], [0.392, 1.117, 0.076], [-0.084, -1.289, -0.151], [0.984, -0.231, -0.311], [1.273, -0.490, -1.296]], "mulliken_charge": [-0.3046, 0.2399, -0.2727, -0.2149, 0.3061, 0.3096, 0.3580, 0.2989, -0.3478, -0.2560, -0.4385, 0.3218], "smiles": "C1Cn2[nH]n2N1", "total_charge": 0, "e_above_lowest_kcal_mol": 115.3}

Record 3
{"formula": "C11H14N3", "method": "ωB97M-V with the def2-TZVPD basis set", "species": ["C", "H", "N", "H", "H", "C", "C", "C", "H", "H", "C", "N", "N", "H", "C", "H", "C", "H", "H", "C", "H", "H", "H", "H", "C", "C", "H", "C"], "positions_angstrom": [[1.373, -3.976, -2.478], [-2.434, 4.856, 0.903], [1.146, -2.466, -0.609], [-3.931, 1.051, 2.337], [1.570, 1.343, 2.936], [-0.961, 3.185, 0.781], [-0.321, -2.275, -2.516], [-3.013, 1.642, 1.847], [1.461, 1.426, -0.398], [1.090, -0.130, 0.741], [2.018, 1.628, 1.869], [-3.284, 3.070, 1.596], [-2.281, 3.815, 1.067], [-1.585, -0.437, 1.828], [0.127, -1.874, -1.268], [-0.003, -3.689, -4.110], [1.746, -3.505, -1.229], [2.561, -3.965, -0.678], [-0.138, 3.926, 0.332], [-1.697, 0.705, 1.602], [1.892, -4.814, -2.930], [-1.146, -1.764, -2.999], [-0.337, -1.040, -0.749], [2.153, 2.793, 1.806], [0.318, -3.347, -3.131], [-0.460, 1.644, 0.967], [3.096, 1.155, 1.837], [1.039, 1.042, 0.645]], "mulliken_charge": [-0.4161, 0.3144, -0.4061, 0.3497, 0.2977, -0.1680, -0.7102, -0.1630, 0.3411, 0.2267, -0.9729, -0.4861, 0.1824, 0.3684, 0.2910, 0.3787, -0.2073, 0.3745, 0.3547, -0.1979, 0.3607, 0.3447, 0.1411, 0.2940, -0.1681, 0.3347, 0.3337, -0.3925], "total_charge": 1, "e_above_lowest_kcal_mol": 158.3}

Record 4
{"formula": "C22H22F6N15O8S3Se2Sr", "method": "ωB97M-V with the def2-TZVPD basis set", "species": ["O", "Se", "C", "H", "N", "N", "C", "H", "N", "C", "C", "S", "C", "H", "N", "H", "C", "N", "O", "C", "N", "C", "H", "H", "O", "C", "N", "C", "H", "C", "S", "F", "H", "H", "Sr", "C", "F", "C", "C", "O", "N", "N", "O", "C", "F", "C", "C", "C", "H", "C", "N", "N", "H", "F", "H", "F", "C", "Se", "S", "H", "H", "N", "O", "C", "C", "N", "H", "H", "O", "H", "H", "H", "N", "H", "H", "F", "N", "H", "O"], "positions_angstrom": [[-3.181, 4.125, 1.440], [1.062, -5.825, 1.615], [1.485, 3.084, -1.031], [-0.477, 5.084, -0.935], [4.857, 0.232, -0.413], [4.982, -0.916, -1.118], [-0.611, 4.443, 1.138], [-1.763, -0.790, 1.426], [1.274, -0.226, 1.601], [-3.186, -2.436, -3.344], [3.790, 0.025, 0.342], [0.214, -1.179, -3.721], [1.489, -4.870, -2.345], [0.558, -7.919, -0.302], [3.251, -1.175, 0.155], [-1.678, 0.322, -0.348], [0.859, -7.153, -2.288], [0.129, 3.098, -0.758], [-1.105, -3.468, -2.110], [-1.580, -1.209, 3.534], [0.060, 1.379, 2.444], [1.831, 1.791, -1.295], [-2.257, 1.472, -1.534], [-1.753, 3.908, -0.614], [-2.490, -1.818, -0.915], [-1.844, 4.849, 3.573], [0.733, 1.003, -1.163], [-0.269, 1.809, -0.837], [1.765, -3.968, -2.884], [-1.673, 1.375, -0.614], [-1.824, -2.218, -2.118], [-2.741, -2.979, -4.471], [0.904, -3.174, 4.729], [-2.477, -0.661, 3.784], [1.012, -2.177, -0.561], [0.259, -2.672, 4.027], [0.281, 0.390, -5.807], [1.116, -5.842, -0.311], [-1.048, -1.138, 2.168], [-2.294, 6.445, 1.529], [2.342, 4.212, -0.932], [1.438, -4.766, -1.009], [-0.109, -2.059, -4.804], [-0.737, 4.202, -0.363], [-0.948, 1.165, -4.209], [-3.064, 5.309, 4.356], [1.971, 0.902, 1.652], [0.186, 0.529, -4.488], [-2.160, 1.947, 0.174], [0.441, -2.803, 2.675], [1.254, 1.916, 2.161], [0.108, 0.131, 2.103], [-0.427, 3.494, 1.647], [-4.116, -3.236, -2.823], [-3.938, 4.717, 4.085], [-3.742, -1.256, -3.621], [-0.890, -1.933, 4.442], [2.026, -3.766, 2.109], [-2.132, 5.042, 1.828], [1.267, -6.058, -4.107], [2.804, 1.409, -1.566], [-0.306, -2.230, 1.720], [1.851, 5.299, -0.643], [1.215, -6.034, -3.029], [0.815, -7.064, -0.913], [4.049, -1.739, -0.783], [0.627, -8.088, -2.781], [-3.279, 6.358, 4.156], [1.501, -1.329, -3.074], [-2.881, 5.188, 5.423], [-1.215, -1.982, 5.475], [-1.621, 3.791, 3.726], [-0.912, -1.040, -2.608], [3.677, 1.903, 1.139], [-0.956, 5.438, 3.807], [1.210, 1.259, -4.068], [3.275, 0.983, 1.220], [0.186, 5.143, 1.383], [3.527, 4.026, -1.130]], "mulliken_charge": [-0.6874, -0.0858, -0.3183, 0.3037, -0.4769, -0.5984, 0.5840, 0.1163, 0.0251, 0.3754, 0.2039, 0.9669, -0.2806, 0.3460, 0.0278, -0.8279, -0.3145, 0.4377, -0.4189, -0.9861, -0.8752, -0.8301, 0.3410, 0.7804, -0.6455, -0.3715, 0.8101, 0.4606, 0.5660, -0.4874, 0.9062, -0.1851, 0.4561, 0.4446, 1.4662, -0.8038, -0.2206, 0.3325, 0.1133, -0.7057, 1.0991, 0.0968, -0.6423, -2.0888, -0.2238, -1.3184, 0.0326, 0.5312, 0.4015, 0.1545, -0.4765, 0.8863, -0.3597, -0.2044, 0.3403, -0.2108, -0.3042, 0.0695, 1.2750, 0.4483, 0.8133, -0.0703, -0.6979, -0.9793, -0.7113, -0.2381, 0.3862, 0.3352, -0.5257, 0.4020, 0.3854, 0.2684, -0.2638, 0.3103, 0.4252, -0.2154, -0.0342, 0.6130, -0.6534], "total_charge": -1, "e_above_lowest_kcal_mol": 28.5}

Record 5
{"formula": "C19H18N4O3", "method": "ωB97M-V with the def2-TZVPD basis set", "species": ["C", "C", "H", "H", "H", "C", "C", "C", "N", "H", "C", "N", "C", "H", "C", "C", "C", "C", "H", "N", "H", "C", "O", "H", "C", "H", "H", "C", "H", "H", "C", "C", "C", "O", "H", "C", "N", "H", "H", "H", "H", "O", "H", "C"], "positions_angstrom": [[3.852, 0.696, -0.122], [-3.570, -0.756, -2.946], [2.713, -2.903, -0.361], [3.786, 2.602, 0.188], [-4.033, -2.446, -1.715], [-3.017, -1.832, 2.940], [-3.655, -1.437, -1.764], [1.565, 1.574, 0.155], [4.290, -1.620, -0.440], [1.973, 2.584, -0.005], [-2.747, 0.502, -0.597], [-3.333, -1.536, 0.583], [-3.245, -0.828, -0.560], [-3.478, -1.284, 3.759], [0.602, -1.301, 0.121], [6.192, -0.136, -0.495], [-1.814, 2.466, 0.663], [-2.673, 1.177, -1.830], [-3.577, -2.740, 2.740], [-0.449, 2.538, 0.517], [0.090, -0.177, 1.593], [2.039, -0.888, -0.070], [-2.471, 3.474, 0.776], [-2.002, -2.098, 3.231], [-2.348, 1.072, 0.640], [6.376, 0.559, -1.313], [6.584, 0.315, 0.414], [2.471, 0.455, 0.005], [-2.307, 2.194, -1.852], [0.499, -2.368, -0.092], [-2.462, 0.332, 1.784], [-2.955, -0.994, 1.707], [-3.078, 0.558, -2.980], [4.430, 1.919, -0.028], [-0.045, -0.740, -0.570], [4.726, -0.381, -0.351], [0.325, 1.449, 0.424], [-3.024, 1.080, -3.924], [-0.038, 3.473, 0.434], [-3.886, -1.223, -3.867], [6.696, -1.076, -0.688], [0.171, -1.131, 1.448], [-2.173, 0.738, 2.742], [2.998, -1.862, -0.294]], "mulliken_charge": [0.2843, -0.5166, 0.3730, 0.2602, 0.4769, -1.3716, -0.5476, -0.6889, -0.6392, 0.2571, 1.1024, -0.6604, -0.0071, 0.3523, -0.1574, -1.2170, -0.6123, -0.8424, 0.3705, -0.5245, 0.4381, 0.2062, -0.6133, 0.2626, 1.0346, 0.3144, 0.3172, 1.0431, 0.4134, 0.4707, -0.5043, 0.9107, -0.7261, -0.5974, 0.0750, 0.5596, 0.1903, 0.4037, 0.2465, 0.3967, 0.3553, -0.6245, 0.4499, -0.7141], "smiles": "Cc1cc(C(=O)N/N=C/c2c(CO)cnc(C)c2O)c2ccccc2n1", "total_charge": 0, "e_above_lowest_kcal_mol": 70.3}

Record 6
{"formula": "C35H40AsInN5O3S", "method": "ωB97M-V with the def2-TZVPD basis set", "species": ["N", "C", "C", "C", "H", "H", "H", "C", "C", "H", "C", "S", "C", "C", "C", "H", "C", "H", "H", "O", "H", "H", "As", "H", "H", "C", "C", "H", "H", "C", "H", "H", "H", "C", "H", "H", "H", "H", "In", "O", "H", "H", "C", "C", "H", "C", "C", "N", "H", "H", "N", "C", "N", "C", "H", "H", "C", "C", "H", "C", "O", "C", "C", "H", "C", "N", "C", "H", "C", "C", "H", "H", "H", "C", "C", "C", "H", "C", "H", "H", "H", "C", "H", "H", "C", "H"], "positions_angstrom": [[-2.242, 1.039, -4.436], [3.385, 0.113, -3.082], [-0.815, 3.340, 1.399], [0.622, 1.246, 4.303], [-3.432, 5.186, 2.439], [-0.152, 1.464, -4.189], [2.103, -2.838, -2.020], [2.751, 0.245, -0.762], [-1.506, 4.463, 1.829], [-5.019, -0.558, 1.101], [-3.323, 0.709, 1.157], [-0.097, -1.559, 2.512], [4.670, 3.440, 2.516], [-3.478, 3.108, 1.908], [-2.885, -5.881, -1.937], [1.914, -1.548, 0.073], [-2.010, -1.993, -0.415], [-5.072, 0.675, 2.378], [-0.401, -3.577, -1.825], [-0.133, 1.146, -1.546], [-0.120, -1.076, -3.062], [3.804, 0.578, -3.966], [1.112, -0.580, 3.950], [0.025, -0.838, -4.808], [-4.534, 2.989, 2.098], [-3.845, -5.199, -1.198], [3.768, 1.731, 1.065], [3.291, -1.710, 3.575], [-2.831, 1.299, -3.604], [-4.782, 0.472, 1.346], [-0.989, 5.404, 1.951], [-0.297, 1.249, 4.885], [-5.360, 1.136, 0.700], [-2.695, -0.262, -5.041], [1.421, 1.729, 4.866], [5.227, 0.472, 0.115], [1.255, -2.508, 5.532], [4.515, 4.279, 3.182], [-0.306, 0.213, 0.465], [-2.327, 1.453, -1.963], [6.810, 3.501, 2.687], [-2.237, 1.810, -5.097], [-1.646, -5.300, -2.168], [3.302, 0.830, -1.898], [3.039, -1.771, -4.052], [3.584, 2.802, 1.941], [-0.910, 0.817, -3.757], [-2.937, -1.384, 0.297], [-0.182, -1.521, 5.859], [-3.781, -0.299, -5.045], [-2.508, -0.153, 0.690], [-0.621, -0.680, -3.942], [-1.409, 2.166, 1.228], [6.156, 1.936, 1.375], [-2.529, -1.409, -3.218], [7.158, 1.589, 1.160], [-3.570, -3.937, -0.697], [-2.721, 2.036, 1.461], [-0.893, -5.836, -2.732], [5.960, 3.005, 2.236], [-0.862, -1.499, -0.732], [2.566, 1.017, 0.511], [-2.003, -1.294, -4.167], [1.423, -0.967, 6.412], [0.880, -1.492, 5.627], [1.477, 1.040, 1.154], [2.317, -1.077, -0.818], [0.491, 1.748, 3.348], [-1.367, -4.038, -1.666], [5.066, 1.307, 0.786], [3.534, -0.147, 4.396], [3.654, 1.854, -1.857], [0.247, 3.366, 1.184], [2.950, -1.206, -3.132], [-2.328, -3.349, -0.931], [-1.162, 1.167, -2.272], [-3.101, -6.868, -2.325], [-2.858, 4.336, 2.095], [-4.306, -3.397, -0.119], [-4.808, -5.655, -1.011], [-2.326, -0.297, -6.065], [2.999, -0.662, 3.599], [-1.965, -2.268, -4.649], [2.573, 3.118, 2.166], [2.423, -1.803, -1.996], [3.206, -0.187, 2.644]], "mulliken_charge": [0.0415, -1.0515, -0.1519, -0.7074, 0.4353, 0.4903, 0.4350, -0.1442, -0.9620, 0.3531, 0.7216, -0.6171, -0.8530, -0.9109, -0.4175, 0.3085, -0.0690, 0.4075, 0.5705, -0.4131, -0.8886, 0.4168, 0.9840, 0.4608, 0.5042, -0.7555, 0.6566, 0.4498, 0.3747, -2.0019, 0.4935, 0.4023, 0.3750, -0.8137, 0.4412, 0.4692, 0.3837, 0.4391, 1.8523, -0.8361, 0.4082, 0.3437, -0.9184, -0.1334, 0.4702, -0.1421, -0.4645, -1.4874, 0.3591, 0.4147, 0.8990, 0.4225, 0.2987, -0.9290, -0.1400, 0.4241, -0.3753, 0.9602, 0.4331, -0.4618, -0.4372, -0.5069, -0.2123, 0.3958, -1.1242, -0.6218, 0.3176, -0.0429, -0.0364, -0.0317, 0.4433, 0.5265, 0.4244, -0.5246, 0.2402, 0.4776, 0.4062, -0.6076, 0.4738, 0.4208, 0.3576, -0.5894, 0.6547, 0.2341, -0.7665, -0.1263], "total_charge": 1, "e_tot_ev": -127382.745}